Computed, not measured: a molecular structure, C35H65N3O4S2Si2 at a distorted geometry, with wB97M-V/def2-TZVPD.

- 2S+1: 3
- F_max: 0.085 hartree/bohr
- HOMO-LUMO gap (alpha / beta): 8.34 / 8.27 eV
- E_HOMO (alpha / beta): -8.511 / -8.511 eV
- LUMO level (alpha / beta): -0.17 / -0.24 eV
- Total charge: 0

Last column: Mulliken spin population.
CARTESIAN COORDINATES (ANGSTROEM)
H (5.929, -0.962, 0.043)  0.0001
C (-3.720, -1.682, -1.494)  -0.0001
H (-4.305, -0.228, -3.208)  0.0001
C (3.966, -1.598, -0.866)  -0.0001
C (4.022, -4.914, -3.615)  0.0000
H (3.296, -0.870, 2.530)  0.0030
H (1.164, 1.559, 6.706)  0.0008
H (-5.030, -3.187, 0.569)  0.0000
H (-3.653, 6.838, -0.484)  0.0011
H (-7.657, -5.939, -2.070)  0.0000
H (5.294, 1.253, 1.823)  0.0007
C (-2.213, 0.236, -2.483)  -0.0005
H (2.107, -1.902, -3.203)  0.0000
H (-5.611, 4.126, -3.230)  -0.0006
C (-5.807, 5.211, -0.655)  0.0185
H (-2.750, -2.028, -0.985)  0.0000
C (-2.808, 2.399, 0.678)  -0.0281
H (-2.586, 5.809, 0.803)  0.0015
H (1.052, 1.090, 3.215)  0.0003
C (-4.993, 5.003, -3.024)  -0.0036
O (-4.252, 2.812, -1.575)  0.6167
H (-4.126, 4.976, -3.692)  0.0000
O (4.384, -7.054, -2.224)  0.0000
C (1.575, -0.405, 4.687)  0.0226
H (2.445, -6.086, -2.507)  0.0000
Si (2.265, -0.468, -2.925)  -0.0001
C (2.592, 0.329, 5.589)  0.0327
H (2.961, -1.517, 6.755)  0.0000
H (-5.287, 3.119, 1.155)  0.0039
C (-5.480, 5.219, 0.834)  -0.0167
C (-6.855, -5.117, -2.016)  0.0000
C (-4.772, -2.874, -1.734)  -0.0001
H (-4.962, 6.142, 1.112)  0.0003
H (-0.646, -1.997, -2.492)  0.0001
H (-0.568, -0.667, -4.499)  0.0000
H (-6.869, -5.137, 0.324)  0.0000
C (1.528, 0.105, 3.253)  -0.0202
H (3.100, -4.240, -3.777)  0.0000
H (6.567, -4.620, -1.274)  0.0000
C (-3.394, 3.795, 0.326)  0.0204
H (-6.412, 5.211, 1.408)  0.0018
C (5.928, -5.150, -2.064)  0.0000
H (1.732, -0.479, 7.440)  0.0002
C (2.019, 1.694, 6.037)  0.0127
C (-5.368, -3.534, -0.459)  0.0000
H (-2.483, 2.367, 1.723)  -0.0004
H (-2.337, 1.246, -3.005)  -0.0017
H (6.045, 1.500, 3.402)  -0.0021
H (-3.095, -1.551, -3.625)  -0.0001
H (4.530, 0.249, -2.103)  0.0000
H (2.503, 2.692, 3.492)  0.0018
H (4.218, -5.598, -0.701)  0.0000
C (3.438, -6.313, -3.022)  0.0001
H (-4.238, -0.965, -0.747)  0.0000
H (6.615, -5.668, -2.833)  0.0000
O (0.773, 0.287, -2.426)  0.0003
H (-2.247, 0.430, -1.359)  0.0017
S (6.570, -1.936, -2.133)  0.0000
H (1.649, 2.307, 5.218)  0.0009
C (5.322, 0.887, 2.855)  -0.0086
H (2.769, 2.272, 6.587)  -0.0085
H (0.573, -0.338, 5.122)  -0.0005
C (-6.419, -4.655, -0.603)  0.0000
H (3.494, -2.456, -1.474)  0.0000
H (-4.289, 7.213, -2.051)  0.0007
S (5.491, -2.552, -4.878)  0.0000
C (-3.410, -0.811, -2.804)  0.0021
H (0.899, -0.558, 2.651)  0.0020
H (-1.419, 4.706, 0.060)  -0.0094
H (3.842, 2.871, 2.408)  0.0008
C (5.581, -3.037, -3.282)  0.0001
N (4.950, -4.214, -2.685)  -0.0002
H (1.819, -1.475, 4.656)  0.0026
H (5.707, -0.134, 2.804)  0.0008
C (-5.193, -3.362, -3.162)  0.0000
H (3.431, -0.027, 7.593)  0.0001
H (-5.596, 5.872, -3.302)  0.0004
H (-6.565, -4.891, -4.306)  0.0000
H (4.455, -5.160, -4.641)  0.0000
H (3.184, 0.588, -0.838)  0.0003
N (3.921, 0.544, 4.937)  0.2904
C (-4.642, 4.006, 1.213)  0.0172
N (-3.666, 3.959, -1.136)  0.3103
C (3.617, -0.189, -1.559)  -0.0002
H (5.637, -2.811, -0.033)  0.0000
C (-6.237, -4.496, -3.291)  0.0000
H (-6.485, 4.372, -0.861)  0.0016
Si (-0.576, -0.628, -3.033)  0.0001
H (3.211, -6.976, -3.940)  0.0000
C (2.693, -0.470, 6.918)  -0.0077
C (3.916, 0.974, 3.505)  0.0231
C (-4.548, 5.097, -1.540)  0.0305
H (-1.894, 4.527, 1.745)  0.0006
H (4.109, 3.068, 4.136)  -0.0131
H (-2.773, 6.328, -1.934)  -0.0084
H (5.639, -6.800, -0.459)  0.0000
H (2.701, 0.226, -4.159)  0.0000
C (5.529, -1.826, -0.599)  -0.0001
H (-1.940, 2.164, 0.056)  0.0057
C (-2.270, 4.769, 0.747)  0.0153
C (-3.766, 6.433, -1.489)  0.0124
C (5.032, -6.227, -1.233)  0.0000
O (4.607, -0.629, 5.009)  0.6209
H (-3.542, 1.597, 0.563)  0.0040
C (2.927, 0.157, 2.649)  0.0196
H (2.866, 0.575, 1.639)  -0.0003
H (-4.733, -2.880, -4.082)  0.0000
H (-6.364, 6.118, -0.907)  0.0012
C (3.566, 2.479, 3.392)  0.0258
H (3.443, -1.615, 0.163)  -0.0008
H (-4.344, 4.093, 2.263)  0.0011

Computed, not measured: 7 unconnected molecules or ions with the total composition C35H67N2O10S at a distorted geometry, with wB97M-V/def2-TZVPD.

- F_max: 0.030 hartree/bohr
- HOMO-LUMO gap: 7.28 eV
- E_HOMO: -10.820 eV
- LUMO level: -3.54 eV
- Total charge: +1

Last column: Löwdin charge in e.
CARTESIAN COORDINATES (ANGSTROEM)
C (-2.327, -2.508, 4.976)  -0.1776
H (8.583, -5.690, 0.793)  0.1157
H (3.873, -3.806, -0.632)  0.1050
C (-2.902, 2.730, -4.178)  -0.6716
H (3.362, -5.480, -0.918)  0.1210
C (-0.082, 1.256, 4.458)  -0.1518
H (-0.050, -1.022, 2.756)  0.1112
O (1.234, 1.341, -4.572)  -0.0585
C (1.283, -2.960, -1.422)  -0.1731
O (2.113, -4.354, 0.289)  -0.1452
C (-1.299, -4.395, 5.965)  -0.2001
H (5.634, -6.390, 0.471)  0.1106
O (4.219, -0.471, 0.047)  -0.1592
H (6.738, -0.141, 2.146)  0.1152
C (-3.325, -3.657, 5.059)  -0.2061
H (-2.578, 2.432, 0.152)  0.1541
C (5.511, 0.070, 0.348)  -0.1947
C (-2.029, 3.163, -2.928)  -0.2666
H (2.879, -3.567, -2.818)  0.1140
H (6.370, -3.681, 0.184)  0.0866
H (1.213, 3.345, -0.826)  0.1448
O (-6.824, 6.478, -3.180)  -0.1772
H (-1.112, -4.095, 7.002)  0.1193
C (5.692, -0.072, 1.853)  -0.1582
C (-8.176, 6.622, -1.248)  -0.1628
H (0.420, 0.041, 1.416)  0.0964
C (-1.752, 2.148, -0.507)  -0.1306
H (-5.652, 5.447, -1.842)  0.1029
H (1.745, 0.205, 3.813)  0.1114
C (6.670, -6.425, 0.115)  -0.2022
C (-2.310, 2.140, -1.875)  -0.0410
H (-2.412, -1.869, 5.858)  0.1137
H (5.552, 1.106, 0.009)  0.1164
C (1.719, 1.285, -2.170)  -0.1605
C (-0.996, -3.258, 4.998)  -0.1786
C (7.321, -4.161, -0.063)  -0.1758
H (-2.981, -0.388, -1.050)  0.1413
H (7.249, -5.238, 1.859)  0.1113
H (-6.415, 6.720, 0.076)  0.1119
H (-1.458, 1.142, -0.208)  0.1391
H (2.321, 0.648, -1.516)  0.1155
H (8.111, -3.416, 0.020)  0.1126
C (0.932, 0.805, 3.408)  -0.1646
C (-3.884, 3.785, -4.368)  -0.1358
C (7.534, -5.388, 0.819)  -0.1636
H (-8.440, 7.755, -3.086)  0.1218
C (3.717, -1.187, 1.182)  -0.1899
H (-0.774, -3.654, 4.004)  0.1100
H (-5.169, 5.621, -4.532)  0.0470
C (-5.957, 6.482, -2.050)  -0.2349
H (6.266, -0.503, -0.200)  0.1163
H (1.666, -4.805, -2.480)  0.1179
O (6.680, -6.090, -1.276)  -0.1428
H (-0.153, -2.645, 5.318)  0.1050
C (0.543, 2.534, -0.551)  -0.2092
H (0.889, 2.088, 0.388)  0.1316
C (4.886, -1.337, 2.145)  -0.1497
H (-3.561, -4.048, 4.063)  0.1172
H (-2.245, 1.390, 4.137)  0.1183
O (-0.740, 3.092, -0.351)  -0.0511
H (-4.547, 1.212, -3.962)  0.1502
C (0.953, -3.613, -0.085)  -0.2089
H (-2.547, 4.044, -2.531)  0.1747
C (-3.782, 0.209, -1.472)  -0.1612
H (5.471, -2.222, 1.893)  0.1013
C (7.244, -4.787, -1.449)  -0.2038
N (-3.178, 1.289, -2.290)  0.0333
H (-8.840, 6.038, -3.256)  0.1195
H (1.806, -2.013, -1.257)  0.0976
H (-5.064, 7.062, -2.291)  0.1185
H (-5.070, 1.552, -0.568)  0.0900
H (0.311, 1.609, -4.576)  -0.0095
H (4.568, -1.425, 3.182)  0.1145
N (-4.622, 0.665, -0.387)  0.0629
H (5.249, 0.783, 2.370)  0.1124
H (1.367, 1.674, 2.908)  0.1109
H (2.332, -0.122, -3.655)  0.1268
H (0.105, -4.301, -0.177)  0.1195
H (0.240, 2.120, 5.036)  0.1184
S (-1.811, 2.553, -5.609)  0.9410
H (-8.954, 7.223, -0.782)  0.1155
O (0.465, 1.566, -1.553)  -0.1233
H (-0.290, 0.440, 5.152)  0.1116
H (-8.327, 5.581, -0.953)  0.1132
H (0.630, -0.127, -3.234)  0.1181
H (-2.695, 1.954, -6.416)  -0.0830
C (3.009, -4.453, -0.824)  -0.1937
H (8.239, -4.900, -1.891)  0.1189
C (-1.307, 1.545, 3.604)  -0.1937
O (-2.689, -4.684, 5.816)  -0.1337
H (-6.694, 8.158, -0.909)  0.1176
C (-8.172, 6.745, -2.766)  -0.1859
H (0.725, -2.888, 0.700)  0.1025
C (0.051, 0.023, 2.445)  -0.2102
O (-0.715, 3.537, -3.188)  0.0115
H (-4.385, -0.386, -2.146)  0.1293
H (7.042, -7.441, 0.248)  0.1181
H (-2.958, 0.590, -4.177)  0.1315
H (-4.258, -3.379, 5.549)  0.1178
H (-4.127, 0.705, 0.493)  0.0760
O (-1.246, 0.637, 2.494)  -0.1719
H (0.396, -2.760, -2.023)  0.1062
C (-6.758, 7.069, -0.896)  -0.1630
H (-2.470, -1.888, 4.091)  0.1007
C (-4.673, 4.677, -4.496)  0.1774
H (-0.668, 4.497, -3.209)  0.1371
H (-0.723, -5.297, 5.758)  0.1189
H (-1.289, 2.571, 3.219)  0.1167
H (2.291, 2.194, -2.354)  0.1378
H (3.310, -2.144, 0.854)  0.0965
C (2.233, -3.980, -2.045)  -0.1499
C (1.483, 0.523, -3.450)  -0.2264
H (6.622, -4.211, -2.135)  0.1126
C (-3.511, 1.407, -3.710)  -0.0818
H (2.906, -0.602, 1.632)  0.1012

Computed, not measured: 3 unconnected molecules or ions with the total composition C35H69Br2N4O3S at a distorted geometry, with wB97M-V/def2-TZVPD.

- F_max: 0.080 hartree/bohr
- HOMO-LUMO gap: 8.79 eV
- E_HOMO: -11.100 eV
- LUMO level: -2.31 eV
- Total charge: +1

Last column: Löwdin charge in e.
CARTESIAN COORDINATES (ANGSTROEM)
H (6.698, 3.171, 2.070)  0.0669
H (-3.150, -6.750, 5.522)  0.0672
H (-2.843, -1.304, 7.349)  0.0730
H (2.345, -1.771, -2.891)  0.1252
H (-0.580, -0.271, 7.250)  0.1086
H (-3.135, -0.655, -1.286)  0.1075
O (-3.091, -4.078, 6.313)  -0.1739
H (-3.182, 0.950, 2.477)  0.0698
C (0.626, 0.307, -3.995)  -0.2187
C (4.063, 0.639, -3.174)  -0.1285
H (-0.815, 1.882, 7.659)  0.0677
N (-0.577, -0.259, -3.721)  0.1102
H (-3.139, -4.244, 8.318)  0.1176
C (-0.694, 3.668, -1.255)  -0.2773
C (0.582, 2.192, -5.573)  -0.1827
C (0.143, 2.720, -2.135)  -0.1489
Br (3.262, -1.874, -6.715)  0.7550
C (-2.800, -4.842, 7.471)  -0.2769
H (-1.057, 4.215, -6.021)  0.0856
H (-2.345, 3.090, -5.596)  0.0531
C (-2.450, 0.121, 0.595)  -0.2195
H (-1.715, 3.268, -1.221)  0.1027
H (3.747, -0.476, -1.361)  0.1088
H (-1.850, -3.620, -1.731)  0.0895
H (-1.023, 4.202, 0.773)  0.0678
H (3.262, 1.748, -0.032)  0.0981
C (-1.146, -3.011, -1.156)  -0.0624
H (-4.642, 0.688, -4.828)  0.0507
H (-3.156, -6.353, 3.806)  0.0759
C (-2.740, -4.659, 5.071)  -0.2876
H (4.734, -0.203, -3.360)  0.1034
H (5.587, 0.152, -0.324)  0.1082
H (-0.786, -1.484, 6.002)  0.1134
C (-1.413, 0.741, -3.013)  -0.3557
H (-2.947, 2.121, 1.179)  0.0667
H (4.678, 1.539, -3.210)  0.1178
H (2.745, 1.788, -4.346)  0.1210
H (-3.397, -5.761, 7.482)  0.1081
H (-1.160, -5.700, 8.576)  0.0794
H (-0.665, 0.262, -1.137)  0.1058
H (0.607, 2.291, 6.708)  0.0825
H (-0.545, -3.732, -0.595)  0.0862
H (-0.746, 3.431, 6.821)  0.0780
C (2.124, -1.550, -3.937)  -0.1039
C (-0.193, 3.804, 0.182)  -0.5646
H (-1.416, 0.415, 0.811)  0.0989
H (-0.738, -4.236, 7.669)  0.0765
C (-1.324, -5.157, 7.645)  -0.0757
C (-1.127, -0.501, 6.329)  -0.2752
H (0.443, -1.515, -1.560)  0.1044
C (-0.575, 2.223, -6.584)  -0.6870
C (5.397, 1.230, -0.265)  -0.1983
C (3.999, 1.583, -0.823)  -0.2059
H (3.472, 0.554, -5.301)  0.0944
C (-0.948, -1.619, -3.307)  -0.2998
H (1.413, 1.680, -6.066)  0.1160
H (-1.973, -1.550, -2.936)  0.1188
H (7.529, 2.163, 0.900)  0.0620
O (4.248, -2.576, -4.240)  0.0827
H (1.122, 5.411, 1.544)  -0.1429
C (-3.789, 0.842, -4.215)  0.1654
H (-2.630, -0.899, 0.935)  0.0933
H (-4.356, 1.043, 1.078)  0.0775
C (-2.726, 0.301, -0.935)  -0.2051
Br (-1.408, 0.479, -6.915)  0.7421
N (-1.467, 0.706, -1.558)  0.0317
H (4.105, 2.523, -1.377)  0.1118
H (-1.697, -2.386, -0.453)  0.0540
H (0.685, 1.954, -1.577)  0.0951
H (0.912, 3.337, -2.621)  0.1224
H (-0.256, -3.351, -4.467)  0.0760
H (-1.651, -4.763, 4.995)  0.1059
C (-1.105, 1.761, 5.506)  -0.2929
H (-2.195, 1.874, 5.521)  0.1047
H (-2.074, 3.631, -7.306)  0.0832
C (6.819, 2.141, 1.729)  -0.0960
C (-0.672, 2.134, -3.330)  -0.1414
H (0.481, -2.987, -2.500)  0.0905
C (-0.198, -2.239, -2.075)  -0.2018
H (2.333, 0.584, -1.768)  0.0779
C (-1.088, -2.643, -4.472)  -0.0141
H (7.188, 1.542, 2.561)  0.0658
H (-0.113, 2.473, -7.542)  0.0865
H (5.095, 0.757, 1.863)  0.1043
H (6.209, 1.742, -0.784)  0.1032
H (-0.775, 4.639, -1.754)  0.1093
S (1.134, 5.058, 0.240)  0.6953
C (-2.756, 0.932, -3.588)  -0.0661
H (-1.131, -2.081, -5.407)  0.0451
C (-2.621, -0.556, 6.588)  -0.0739
C (-3.318, 1.115, 1.407)  -0.0897
C (-3.428, -5.985, 4.797)  -0.0784
H (-3.158, -0.822, 5.676)  0.0794
H (-2.024, -3.190, -4.370)  0.0900
H (0.923, 3.232, -5.458)  0.1376
H (-3.014, 0.401, 6.936)  0.0672
N (0.378, 1.654, -4.230)  -0.0267
C (3.325, -2.060, -4.765)  -0.7583
H (-4.512, -5.868, 4.839)  0.0831
H (-1.288, 2.981, -3.618)  0.1471
H (-3.038, -3.937, 4.309)  0.1139
H (-0.750, 2.302, 4.626)  0.1107
H (0.075, 2.844, 0.631)  0.0685
O (-0.756, 0.404, 5.300)  -0.1688
H (-3.490, 1.077, -0.993)  0.1091
C (3.018, 0.735, -4.324)  -0.1302
C (5.442, 1.594, 1.254)  -0.2434
N (1.858, -0.120, -4.088)  0.0282
H (-0.938, -5.770, 6.829)  0.0662
C (-1.614, 3.334, -6.366)  -0.1248
C (3.421, 0.487, -1.764)  -0.1776
H (4.711, 2.396, 1.394)  0.0883
C (-0.480, 2.376, 6.747)  -0.0774
H (1.296, -2.194, -4.232)  0.0966